No. 1
A molecular structure, C17H29ClMnN3O5 in a non-equilibrium geometry, computed with ωB97M-V/def2-TZVPD.

For the strongest force on any atom, the calculation gives 1.76 eV Å⁻¹. For the molar mass, the calculation gives 445.826 g mol⁻¹. Its LUMO energy (spin up / spin down) is -12.5 / -11.3 eV. The value obtained for the HOMO-LUMO gap (spin up / spin down) is 6.1205 / 7.2535 eV. The charge is +3. The calculation puts the total energy at -2815.454840 Ha. Its multiplicity is 4.

Element x y z (Å)
Mn1 0.73166 1.03125 -1.07486
O1 2.89035 3.77914 -2.26641
Cl1 2.22113 2.68889 -1.73979
O2 2.96613 1.62684 -1.09818
O3 1.33353 1.91464 -2.74308
O4 1.12466 3.00237 -0.73281
N1 0.54125 0.65917 0.75127
C1 0.65315 0.84212 1.91315
N2 0.76066 1.01628 3.15259
C2 0.68674 -0.13485 4.14338
C3 1.95727 -0.14907 4.96291
C4 2.19188 1.20042 5.64109
C5 2.25546 2.33850 4.62085
C6 1.02243 2.39680 3.74234
H1 0.51804 -1.04859 3.57626
H2 -0.19744 0.07305 4.74684
H3 2.80440 -0.40376 4.31932
H4 1.86380 -0.94751 5.70016
H5 3.12396 1.16722 6.20094
H6 1.39583 1.39521 6.36447
H7 3.15097 2.24941 4.00180
H8 2.31298 3.30222 5.12966
H9 1.12788 3.08881 2.90883
H10 0.11885 2.65085 4.29612
C7 -2.19708 -3.72144 -3.20370
N3 -2.34210 -2.22119 -3.15406
C8 -1.71838 -1.58244 -4.36060
C9 -1.81051 -1.66879 -1.84763
C10 -2.17578 -0.21929 -1.66600
C11 -3.52960 0.13049 -1.74417
C12 -3.98083 1.43768 -1.65957
C13 -3.07920 2.46733 -1.46564
C14 -1.71818 2.17908 -1.32122
C15 -1.34307 0.86071 -1.43085
H11 -2.58916 -4.06573 -4.15629
H12 -2.75676 -4.15604 -2.37999
H13 -1.13843 -3.95543 -3.12278
H14 -3.34220 -2.01541 -3.18788
H15 -0.66090 -1.83619 -4.35545
H16 -1.87064 -0.50787 -4.31174
H17 -2.19602 -1.99215 -5.24606
H18 -0.74145 -1.84947 -1.86597
H19 -2.26039 -2.27923 -1.06490
H20 -4.26492 -0.66110 -1.86517
H21 -5.03907 1.64812 -1.73511
H22 -3.40470 3.49754 -1.39962
H23 -1.04483 2.99955 -1.11996
C16 1.76591 -2.33223 -0.10048
C17 2.27118 -1.71482 -1.36458
O5 1.32275 -0.64889 -1.90651
H24 2.53864 -3.01954 0.24974
H25 0.85569 -2.91318 -0.24928
H26 1.60794 -1.60430 0.68788
H27 2.32067 -2.43028 -2.18232
H28 3.23795 -1.22941 -1.25222
H29 1.72788 -0.33554 -2.73474

Cartesian forces, eV/Å:
-1.31 -1.02 0.58
-0.25 -0.43 0.20
-0.01 0.34 -0.12
0.62 0.77 -0.40
0.43 0.30 0.41
0.68 -0.10 -0.40
0.04 0.12 0.10
0.01 -0.10 -0.27
0.04 0.05 0.42
-0.11 0.28 -0.29
0.07 0.04 0.04
-0.03 0.01 -0.07
-0.02 0.03 0.11
-0.09 -0.32 -0.22
0.03 -0.01 -0.01
0.01 -0.03 0.05
-0.01 -0.01 0.01
0.01 0.02 0.03
0.01 0.02 0.04
-0.01 -0.01 0.01
-0.01 -0.02 -0.03
0.08 -0.01 0.01
0.01 0.02 0.00
0.00 -0.03 0.07
-0.02 0.30 0.01
0.04 -0.06 0.00
-0.08 -0.10 0.23
-0.08 -0.14 -0.21
-0.11 0.16 -0.03
-0.14 -0.12 -0.01
0.03 -0.03 0.00
0.08 0.04 0.06
-0.33 0.02 0.01
0.24 0.09 -0.25
0.00 -0.07 0.01
0.01 -0.04 0.00
-0.01 -0.07 -0.01
0.00 -0.01 -0.03
0.01 0.03 -0.06
0.02 0.01 -0.03
0.03 0.03 -0.04
0.07 0.06 0.05
0.02 0.02 0.05
-0.01 0.03 0.02
-0.01 0.00 -0.01
-0.01 -0.01 0.00
0.03 0.01 -0.05
-0.11 -0.09 0.00
0.10 0.06 -0.18
0.07 -0.04 0.26
-0.02 -0.03 -0.04
0.00 0.02 -0.01
0.03 0.09 0.04
0.04 -0.04 0.00
-0.03 0.07 0.06
-0.07 -0.10 -0.09

***

No. 2
2 unconnected molecules or ions with the total composition C17H29ClN2O6P, computed with ωB97M-V/def2-TZVPD.

For the strongest force on any atom, the calculation gives 0.82 eV Å⁻¹. For the molar mass, the calculation gives 423.854 g mol⁻¹. Its LUMO energy is -3.5 eV. The value obtained for the HOMO-LUMO gap is 8.3175 eV. The charge is +1. The calculation puts the total energy at -2027.453980 Ha.

Element x y z (Å)
C1 3.73066 1.11167 1.38511
C2 3.04558 0.51613 0.13990
C3 1.63757 -0.05416 0.40110
C4 1.73400 -1.23987 1.38638
C5 0.64467 1.02049 0.88236
C6 0.89486 2.36904 0.18259
O1 -0.25184 3.20809 0.16545
C7 -1.02925 3.03475 1.32425
C8 -1.75087 1.68338 1.22572
C9 -2.37744 1.19612 2.55016
Cl1 -4.16316 1.06820 2.30477
C10 -2.09931 1.99999 3.82621
C11 -0.69270 1.77310 4.40048
N1 -0.80338 0.68712 0.55748
P1 -1.30663 -1.18046 0.36158
N2 -1.27098 -1.86850 1.90776
O2 -2.86605 -0.89033 0.10849
H1 3.15416 0.92654 2.29707
H2 3.85333 2.19332 1.30316
H3 4.71981 0.68351 1.54202
H4 3.63109 -0.32920 -0.22998
H5 3.03629 1.23464 -0.68098
H6 1.26575 -0.42996 -0.56132
H7 1.39775 -0.97176 2.39335
H8 2.76765 -1.57392 1.47801
H9 1.15168 -2.10326 1.05548
H10 0.68272 1.10439 1.97153
H11 1.74279 2.88321 0.64533
H12 1.12651 2.17855 -0.86884
H13 -0.40735 3.11721 2.21829
H14 -1.77403 3.83065 1.36076
H15 -2.54469 1.80630 0.48949
H16 -2.07495 0.17935 2.75968
H17 -2.82607 1.64958 4.56126
H18 -2.31384 3.06034 3.67466
H19 0.05134 2.48131 4.03276
H20 -0.33269 0.75944 4.18985
H21 -0.71304 1.87751 5.48530
H22 -0.86732 0.91422 -0.44281
H23 -2.18146 -2.03520 2.32407
H24 -0.65017 -1.47576 2.60171
H25 -3.45860 -0.69657 0.85818
C12 0.20183 -1.10567 -4.95931
C13 -0.42299 -1.56215 -3.87070
C14 -0.76174 -3.02596 -3.66327
O3 -1.31333 -3.29227 -2.60527
C15 -0.41755 -3.97489 -4.68811
C16 0.20585 -3.52681 -5.79156
C17 0.56195 -2.06339 -5.99105
O4 1.13784 -1.77952 -7.02091
O5 0.57002 -4.30213 -6.79292
O6 -0.81267 -0.80908 -2.84144
H26 0.44510 -0.06424 -5.11504
H27 -0.66953 -5.01537 -4.54106
H28 1.00035 -3.72484 -7.45529
H29 -1.23752 -1.45292 -2.23190

Cartesian forces, eV/Å:
-0.12 0.07 0.02
0.09 -0.15 0.10
0.03 -0.06 0.02
-0.10 -0.02 -0.12
-0.06 0.05 -0.18
-0.01 -0.01 -0.05
-0.07 -0.15 -0.02
-0.01 0.06 0.02
-0.02 0.10 -0.15
0.10 0.09 0.12
-0.02 -0.03 0.05
-0.07 -0.06 0.01
-0.03 0.01 0.01
0.19 0.26 0.33
-0.20 -0.35 0.05
-0.51 0.64 -0.05
0.21 -0.31 0.10
0.07 -0.04 -0.04
0.02 -0.07 0.00
-0.03 0.05 -0.01
-0.02 0.08 0.00
-0.02 -0.01 0.06
0.05 0.09 0.02
0.12 0.02 -0.03
-0.06 -0.02 0.00
0.07 0.05 0.05
0.08 0.09 -0.07
-0.06 -0.05 0.01
0.06 0.05 0.07
-0.05 -0.01 -0.04
0.06 -0.04 -0.06
-0.01 -0.03 0.11
0.09 -0.07 -0.06
0.02 0.03 -0.07
0.05 -0.05 0.01
-0.03 -0.09 -0.01
-0.02 0.05 0.04
0.01 0.02 -0.05
-0.11 -0.02 0.03
-0.01 -0.07 -0.01
0.29 -0.32 -0.08
0.01 0.16 -0.11
0.03 0.02 -0.05
-0.02 0.01 0.03
0.03 -0.06 -0.06
-0.01 0.02 0.02
-0.05 -0.04 0.08
0.03 -0.01 -0.05
0.00 0.07 0.03
0.00 -0.03 -0.01
-0.02 0.00 0.05
0.05 0.16 -0.02
0.00 0.00 0.01
0.01 0.00 -0.02
0.01 0.03 0.00
0.00 -0.11 -0.05

***

No. 3
A molecular structure, C17H29FeN4O4Se2, computed with ωB97M-V/def2-TZVPD.

For the strongest force on any atom, the calculation gives 0.54 eV Å⁻¹. For the molar mass, the calculation gives 567.208 g mol⁻¹. Its LUMO energy (spin up / spin down) is -5.4 / -9.0 eV. The value obtained for the HOMO-LUMO gap (spin up / spin down) is 8.2216 / 4.5957 eV. The charge is +2. The calculation puts the total energy at -7251.084729 Ha. Its multiplicity is 2.

Element x y z (Å)
Fe1 -0.89897 1.32277 -0.38422
C1 -0.87191 0.81437 -3.31119
C2 -1.14192 2.29385 -3.02266
N1 -1.88667 2.41126 -1.75994
C3 -3.30442 1.98866 -1.81795
C4 -3.69404 1.39336 -0.47479
N2 -2.62894 0.48480 0.00902
C5 -2.60761 -0.89051 -0.54283
C6 -2.01791 -0.92596 -1.93840
N3 -0.85935 0.00958 -2.04681
H1 -1.61410 0.39983 -3.99175
H2 0.09071 0.71787 -3.81099
H3 -0.19873 2.82283 -2.87714
H4 -1.65592 2.76660 -3.86257
H5 -1.84121 3.36813 -1.42116
H6 -3.95422 2.83020 -2.05920
H7 -3.42375 1.26591 -2.62216
H8 -3.78207 2.19229 0.26206
H9 -4.65839 0.88502 -0.53771
H10 -2.70529 0.38164 1.01680
H11 -1.96953 -1.46458 0.13073
H12 -3.60254 -1.34160 -0.52912
H13 -1.70378 -1.94463 -2.16847
H14 -2.75922 -0.66041 -2.68780
H15 -0.02330 -0.56594 -2.07532
O1 -0.78731 2.97914 0.61755
C7 -0.54107 3.10808 1.84110
C8 -0.20528 2.06528 2.73618
C9 -0.09630 2.41029 4.10242
C10 0.21322 1.45655 5.01756
C11 0.42568 0.12530 4.62979
C12 0.33909 -0.22666 3.31062
C13 0.03842 0.72318 2.30042
O2 -0.00281 0.34481 1.06204
N4 0.31966 1.82101 6.44065
O3 0.02840 2.95741 6.74540
O4 0.71374 0.96052 7.19874
H16 -0.58746 4.12336 2.24566
H17 -0.26523 3.42912 4.42824
H18 0.65154 -0.60638 5.39351
H19 0.46940 -1.25958 3.01855
C14 3.70804 -3.21808 1.29884
Se1 2.32220 -2.04651 0.62792
C15 3.38264 -1.10027 -0.71344
C16 3.67177 -2.04417 -1.86606
Se2 1.96052 -2.84002 -2.33928
C17 2.57390 -4.31523 -3.44129
H20 4.47729 -2.59833 1.75621
H21 4.13090 -3.82409 0.50054
H22 3.24921 -3.85972 2.04604
H23 4.29018 -0.71759 -0.24833
H24 2.75993 -0.25656 -1.00917
H25 4.31453 -2.85882 -1.53591
H26 4.14313 -1.55710 -2.71801
H27 3.02551 -3.90456 -4.34079
H28 1.70145 -4.90971 -3.69647
H29 3.28820 -4.91599 -2.88571

Cartesian forces, eV/Å:
0.08 0.24 -0.27
0.01 -0.08 0.06
0.01 0.05 0.09
0.09 0.12 0.03
0.01 0.04 -0.06
-0.09 -0.08 0.04
0.00 0.00 0.04
0.03 -0.01 0.23
0.01 0.02 -0.04
0.23 -0.19 0.13
-0.02 0.01 -0.01
0.01 0.00 -0.01
-0.02 0.03 -0.01
-0.02 -0.02 -0.02
0.01 0.04 -0.07
-0.03 0.00 -0.01
0.01 -0.01 0.00
-0.01 -0.01 0.01
-0.03 0.00 0.00
-0.11 0.12 -0.01
-0.02 0.01 0.01
-0.02 0.00 -0.03
-0.03 -0.02 -0.02
-0.01 0.01 0.01
-0.06 0.07 0.07
-0.22 -0.08 0.48
0.08 -0.05 -0.33
-0.01 0.01 0.02
-0.03 0.06 -0.04
-0.02 -0.05 0.06
0.02 0.00 -0.01
0.03 -0.08 0.08
-0.05 0.01 -0.08
0.03 -0.13 -0.32
0.16 0.06 0.01
-0.02 -0.08 -0.04
-0.09 0.00 -0.04
0.01 0.02 0.00
0.00 -0.01 0.00
-0.01 0.00 0.00
0.02 0.00 -0.04
-0.02 -0.06 -0.04
0.08 -0.13 -0.17
-0.06 0.07 0.00
0.09 -0.07 0.15
0.03 0.07 0.11
-0.03 -0.06 0.12
0.00 0.00 0.00
-0.02 0.02 0.00
0.00 0.00 0.01
-0.01 -0.01 0.04
0.05 0.04 -0.02
0.06 0.01 -0.06
-0.09 0.05 -0.03
0.01 0.04 -0.01
-0.01 0.00 -0.01
0.00 0.00 0.01